1.
{"formula": "CI2NO2", "method": "ωB97M-V with the def2-TZVPD basis set", "elements": ["C", "N", "O", "O", "I", "I"], "positions_angstrom": [[0.948928, 0.173228, -0.488136], [-2.362352, -0.516607, 1.566930], [0.200368, 0.698643, -1.207103], [1.946816, -0.309252, -0.122904], [-0.519691, 0.261560, 1.898047], [-3.753106, 0.686379, 0.614576]], "forces_ev_per_a": [[0.73, 0.32, -1.12], [-0.50, -0.65, 0.04], [-0.73, 0.09, -0.04], [0.27, -0.41, 0.66], [0.01, 0.40, 0.45], [0.22, 0.24, 0.01]], "de_lowest_kj_mol": 55.21, "e_lumo_ev": 3.224, "homo_lumo_gap_ev": 6.28, "energy_ev": -22823.3623, "total_charge": -1}

=====

2.
{"formula": "CIOS", "method": "ωB97M-V with the def2-TZVPD basis set", "elements": ["C", "O", "S", "I"], "positions_angstrom": [[0.437710, -0.132963, 0.861000], [0.402228, -1.175833, 1.362723], [1.012190, 1.188304, 0.146838], [-1.852129, 0.120491, -2.370562]], "forces_ev_per_a": [[2.47, 0.59, -0.85], [-1.13, 0.57, -0.05], [-1.31, -1.12, 0.89], [-0.03, -0.05, 0.01]], "de_lowest_kj_mol": 34.05, "e_lumo_ev": 3.019, "homo_lumo_gap_ev": 6.33, "energy_ev": -22023.0106, "total_charge": -1}

=====

3.
{"formula": "CIOS", "method": "ωB97M-V with the def2-TZVPD basis set", "elements": ["C", "O", "S", "I"], "positions_angstrom": [[0.036098, 0.201818, -0.076559], [-1.556950, -1.541749, 0.061033], [-0.537950, 1.671203, 0.022092], [2.058803, -0.331273, -0.006566]], "forces_ev_per_a": [[-2.88, -2.26, 0.38], [2.26, 2.14, -0.24], [0.17, 0.30, -0.10], [0.45, -0.18, -0.04]], "de_lowest_kj_mol": 756.53, "e_lumo_ev": [3.027, 3.031], "homo_lumo_gap_ev": [6.51, 6.52], "energy_ev": -22015.5226, "total_charge": -1}

=====

4.
{"formula": "CMgO2Rb", "method": "ωB97M-V with the def2-TZVPD basis set", "elements": ["O", "C", "O", "Mg", "Rb"], "positions_angstrom": [[-3.956569, -0.134564, 0.259269], [-2.871182, 0.117380, 0.025377], [2.422080, -0.191445, 0.242775], [4.006046, -0.757267, 0.773602], [0.399624, 0.965897, -1.301022]], "forces_ev_per_a": [[2.13, 0.48, -0.42], [-2.07, -0.46, 0.38], [0.32, 0.03, -0.19], [-0.74, 0.23, -0.18], [0.36, -0.29, 0.41]], "de_lowest_kj_mol": 0.00, "e_lumo_ev": -5.309, "homo_lumo_gap_ev": 6.73, "energy_ev": -11224.6669, "total_charge": 1}

=====

What did the third record say?
{"formula": "CIOS", "method": "ωB97M-V with the def2-TZVPD basis set", "elements": ["C", "O", "S", "I"], "positions_angstrom": [[0.036098, 0.201818, -0.076559], [-1.556950, -1.541749, 0.061033], [-0.537950, 1.671203, 0.022092], [2.058803, -0.331273, -0.006566]], "forces_ev_per_a": [[-2.88, -2.26, 0.38], [2.26, 2.14, -0.24], [0.17, 0.30, -0.10], [0.45, -0.18, -0.04]], "de_lowest_kj_mol": 756.53, "e_lumo_ev": [3.027, 3.031], "homo_lumo_gap_ev": [6.51, 6.52], "energy_ev": -22015.5226, "total_charge": -1}

=====

Q: Which formula does entry 3 have?
A: CIOS